# C27H59N3O10

A cluster of 6 separate species, C27H59N3O10 in total at a distorted geometry (ωB97M-V/def2-TZVPD, the Open Molecules 2025 dataset).

Properties
M: 585.78 g/mol
structure (SMILES): C=CC[C@H](C#N)[C@@H](N)C#N.COCCOC.COCCOC.COCCOC.COCCOC.COCCOC
frontier orbital gap: 9.52 eV
strongest force on any atom: 5.04 eV Å⁻¹
ΔE to the lowest compared entry with this formula, charge and spin: 8.312 eV
E: -1980.43883 a.u.

Last column: Mulliken charge in e.
Element x y z (Å)
C (-3.601, -1.047, 3.614)  -0.6529
C (-4.693, -1.745, 3.025)  -0.0078
C (-5.807, -2.510, 3.918)  -0.9267
C (-7.095, -1.556, 4.229)  0.1702
C (-7.928, -1.510, 2.857)  0.0581
N (-8.601, -1.262, 1.902)  -0.4778
C (-6.660, -0.055, 4.665)  0.4932
N (-6.534, 0.810, 3.458)  -0.5778
C (-7.809, 0.614, 5.581)  -0.0992
N (-8.405, 1.274, 6.378)  -0.4472
H (-2.597, -1.085, 3.078)  0.2120
H (-3.639, -0.504, 4.616)  0.1734
H (-4.848, -1.755, 1.883)  0.3471
H (-5.330, -2.928, 4.869)  0.3475
H (-6.224, -3.352, 3.249)  0.3680
H (-7.756, -2.076, 5.019)  0.3825
H (-5.671, -0.183, 5.242)  0.1145
H (-7.196, 1.595, 3.463)  0.2519
H (-5.555, 1.125, 3.413)  0.2596
C (0.928, -3.711, -0.391)  -0.7892
O (-0.133, -3.507, -1.315)  -0.4164
C (-1.415, -3.591, -0.696)  -0.6493
C (-1.998, -2.207, -0.434)  0.1678
O (-1.233, -1.497, 0.539)  -0.3567
C (-0.359, -0.544, -0.052)  -0.8510
H (1.859, -3.392, -0.864)  0.3360
H (0.791, -3.136, 0.527)  0.3260
H (1.005, -4.776, -0.149)  0.3144
H (-1.364, -4.178, 0.228)  0.2907
H (-2.071, -4.122, -1.393)  0.4357
H (-3.006, -2.322, -0.025)  0.1903
H (-2.077, -1.631, -1.362)  -0.0423
H (-0.931, 0.330, -0.377)  0.3966
H (0.188, -0.962, -0.901)  0.3484
H (0.363, -0.229, 0.704)  0.3298
C (2.212, 2.194, -0.829)  -0.6339
O (1.233, 2.227, -1.860)  -0.2221
C (0.766, 3.549, -2.121)  -0.6292
C (1.424, 4.135, -3.366)  -0.5876
O (2.822, 4.336, -3.168)  -0.3495
C (3.605, 3.309, -3.764)  -0.7294
H (2.698, 1.217, -0.851)  0.2479
H (2.975, 2.964, -0.963)  0.2239
H (1.725, 2.322, 0.143)  0.2960
H (0.924, 4.197, -1.251)  0.3575
H (-0.312, 3.478, -2.294)  0.4218
H (0.986, 5.118, -3.565)  0.3579
H (1.241, 3.504, -4.242)  0.3812
H (3.644, 3.455, -4.847)  0.2793
H (3.213, 2.313, -3.541)  0.3150
H (4.619, 3.379, -3.365)  0.2584
C (8.249, 6.676, -0.822)  -0.7289
O (6.895, 7.087, -0.697)  -0.3803
C (6.040, 6.433, -1.634)  -0.7292
C (5.267, 5.293, -0.981)  0.2954
O (6.140, 4.239, -0.574)  -0.3668
C (6.419, 4.274, 0.819)  -0.7727
H (8.791, 7.014, 0.064)  0.2457
H (8.343, 5.590, -0.893)  0.3136
H (8.697, 7.142, -1.705)  0.3260
H (6.611, 6.075, -2.499)  0.3656
H (5.326, 7.182, -1.991)  0.3646
H (4.577, 4.869, -1.717)  -0.1667
H (4.672, 5.655, -0.135)  0.3478
H (5.556, 3.899, 1.378)  0.3004
H (6.670, 5.280, 1.161)  0.3403
H (7.271, 3.619, 1.011)  0.2543
C (-3.692, -2.060, -6.005)  -0.6288
O (-4.299, -0.819, -6.338)  -0.3793
C (-5.256, -0.403, -5.365)  -0.5193
C (-4.678, 0.660, -4.437)  -0.5315
O (-3.629, 0.130, -3.629)  -0.2643
C (-2.340, 0.475, -4.119)  -0.7452
H (-2.815, -2.192, -6.641)  0.2482
H (-3.372, -2.093, -4.961)  0.2102
H (-4.394, -2.877, -6.201)  0.3298
H (-5.630, -1.260, -4.795)  0.3136
H (-6.099, 0.030, -5.912)  0.3887
H (-5.466, 0.997, -3.756)  0.3426
H (-4.331, 1.531, -5.004)  0.3506
H (-2.122, 1.520, -3.879)  0.2724
H (-2.256, 0.319, -5.197)  0.3995
H (-1.605, -0.160, -3.620)  0.1990
C (2.414, -5.783, 5.485)  -0.6911
O (3.674, -5.805, 4.829)  -0.3804
C (3.582, -6.290, 3.491)  -0.6001
C (3.600, -5.146, 2.483)  -0.5072
O (2.433, -4.335, 2.596)  -0.2128
C (2.678, -3.133, 3.314)  -0.8854
H (2.512, -5.182, 6.392)  0.2444
H (1.633, -5.344, 4.860)  0.2751
H (2.128, -6.801, 5.769)  0.3259
H (2.689, -6.912, 3.363)  0.3147
H (4.458, -6.923, 3.320)  0.3929
H (3.598, -5.569, 1.473)  0.3652
H (4.507, -4.542, 2.590)  0.3745
H (3.220, -2.426, 2.678)  0.2896
H (3.244, -3.312, 4.231)  0.4573
H (1.715, -2.694, 3.582)  0.2357

---

# C13H19IN5ORhS

A structure of composition C13H19IN5ORhS at a distorted geometry (ωB97M-V/def2-TZVPD, the Open Molecules 2025 dataset).

Properties
M: 523.21 g/mol
<S²>: 6.014
multiplicity: 5
frontier orbital gap (spin up / spin down): 1.25 / 7.12 eV
strongest force on any atom: 3.65 eV Å⁻¹
E: -1662.01122 a.u.
net charge: -2

Last column: Löwdin spin population.
Element x y z (Å)
C (2.680, 1.137, -1.556)  0.0980
I (3.113, 2.919, -2.327)  0.9399
H (3.672, 0.913, -1.188)  0.0029
H (2.021, 1.361, -0.764)  0.0325
H (2.264, 0.378, -2.167)  0.0082
C (-2.593, -1.934, -2.525)  0.0082
C (-1.427, -2.401, -3.062)  0.0077
N (-0.416, -1.960, -2.224)  0.0369
C (-0.907, -1.130, -1.243)  0.1478
N (-2.263, -1.211, -1.398)  0.0637
H (-3.617, -2.087, -2.861)  0.0042
H (-1.251, -2.974, -3.947)  0.0024
C (-0.085, 2.991, 2.692)  0.0144
C (0.163, 0.995, 1.662)  0.2265
N (-0.580, 2.142, 1.713)  0.1118
H (1.636, 2.717, 4.021)  0.0050
N (1.072, 1.123, 2.675)  0.0780
H (-0.477, 3.994, 2.822)  0.0067
Rh (0.142, -0.288, 0.185)  1.3350
C (1.829, -1.006, 0.249)  0.2227
O (2.977, -1.174, 0.074)  0.1061
C (0.979, 2.370, 3.256)  0.0135
C (2.082, 0.179, 3.072)  0.0152
H (2.310, 0.355, 4.139)  0.0039
H (3.012, 0.332, 2.514)  0.0056
H (1.740, -0.852, 2.949)  0.0031
C (-1.695, 2.427, 0.859)  0.0562
H (-1.743, 3.509, 0.683)  0.0046
H (-2.645, 2.117, 1.315)  0.0076
H (-1.584, 1.891, -0.081)  0.0429
C (-3.267, -0.584, -0.574)  0.0317
H (-3.855, 0.110, -1.187)  0.0027
H (-2.797, -0.031, 0.251)  0.0246
H (-3.936, -1.334, -0.159)  0.0023
C (0.958, -2.343, -2.456)  0.0142
H (1.508, -1.513, -2.940)  0.0043
H (0.938, -3.209, -3.134)  0.0006
H (1.449, -2.615, -1.532)  0.0054
S (0.066, -2.559, 1.625)  0.2175
C (-1.521, -2.896, 1.293)  0.0478
N (-2.621, -3.211, 0.975)  0.0378

---

# C5H14

A cluster of 2 separate species, C5H14 in total at a distorted geometry (ωB97M-V/def2-TZVPD, the Open Molecules 2025 dataset).

Properties
M: 74.17 g/mol
structure (SMILES): CCC.CC
frontier orbital gap: 12.49 eV
strongest force on any atom: 1.49 eV Å⁻¹
ΔE to the lowest compared entry with this formula, charge and spin: 0.320 eV
E: -198.87738 a.u.

Last column: Mulliken charge in e.
Element x y z (Å)
C (-1.711, 0.517, -0.778)  -0.6153
C (-3.135, 0.850, -1.315)  -1.0409
H (-1.435, -0.533, -0.881)  0.2462
H (-1.032, 1.096, -1.401)  0.2667
H (-1.659, 0.757, 0.280)  0.2233
H (-3.063, 0.862, -2.397)  0.2981
H (-3.344, 1.863, -0.965)  0.2827
H (-3.923, 0.238, -0.888)  0.3357
C (1.520, -1.013, 0.670)  -0.0234
C (0.853, -0.078, 1.675)  -1.2011
C (2.632, -0.403, -0.185)  -1.1670
H (0.747, -1.446, 0.038)  0.1873
H (2.058, -1.784, 1.224)  0.2486
H (1.397, 0.033, 2.616)  0.4141
H (0.654, 0.930, 1.312)  0.2997
H (2.296, 0.259, -0.992)  0.2821
H (3.320, -1.114, -0.634)  0.3340
H (-0.099, -0.507, 1.990)  0.3155
H (3.218, 0.277, 0.446)  0.3136

---

# C6H12

A cluster of 2 separate species, C6H12 in total (ωB97M-V/def2-TZVPD, the Open Molecules 2025 dataset).

Properties
M: 84.16 g/mol
frontier orbital gap: 8.64 eV
strongest force on any atom: 0.45 eV Å⁻¹
ΔE to the lowest compared entry with this formula, charge and spin: 4.995 eV
E: -235.63467 a.u.

Last column: Mulliken charge in e.
Element x y z (Å)
C (0.455, -0.447, 1.940)  -0.9335
C (0.516, 0.877, 1.272)  -0.1496
C (-0.713, 1.680, 1.494)  -1.1000
C (-0.249, -0.120, -1.202)  -0.2302
C (0.315, -0.322, -2.574)  -0.5527
C (0.315, -1.454, -1.587)  -0.4965
H (1.110, -1.192, 1.476)  0.3022
H (0.922, -0.213, 2.913)  0.3758
H (-0.539, -0.880, 2.142)  0.2917
H (0.372, 0.492, -0.540)  0.2397
H (-0.873, 2.446, 0.728)  0.3372
H (-1.653, 1.144, 1.706)  0.3258
H (-0.437, 2.234, 2.409)  0.3708
H (-1.324, -0.020, -1.076)  0.2788
H (-0.374, -0.366, -3.412)  0.2329
H (1.265, 0.157, -2.789)  0.2445
H (1.266, -1.740, -1.144)  0.2200
H (-0.374, -2.276, -1.754)  0.2432

---

# C28H67GaN7O3P2

A structure of composition C28H67GaN7O3P2 at a distorted geometry (ωB97M-V/def2-TZVPD, the Open Molecules 2025 dataset).

Properties
M: 681.56 g/mol
frontier orbital gap: 5.53 eV
strongest force on any atom: 7.68 eV Å⁻¹
E: -4323.39157 a.u.
net charge: -1

Last column: Mulliken charge in e.
Element x y z (Å)
O (5.900, -1.936, -0.220)  -0.7049
Ga (3.998, -1.772, -0.193)  0.1791
C (3.396, -0.258, 1.059)  -0.7148
C (2.651, 0.873, 0.277)  -1.1065
C (1.398, 1.351, 1.046)  -0.1724
C (0.109, 0.590, 0.651)  -0.5549
C (-0.945, 1.552, 0.088)  -0.5610
C (-2.381, 1.007, 0.109)  -0.6221
C (-3.459, 2.105, 0.284)  -0.6367
C (-4.575, 2.061, -0.774)  -1.0680
C (-5.681, 1.068, -0.371)  -0.1946
C (-6.859, 1.063, -1.359)  -0.8341
C (-7.591, -0.290, -1.241)  -0.7357
C (-8.308, -0.485, 0.109)  -0.9132
N (-7.694, -1.600, 0.855)  0.2404
C (-7.699, -2.891, 0.446)  -0.3266
C (-6.988, -3.597, 1.407)  -0.5801
C (-6.595, -2.675, 2.398)  -0.7000
C (-7.056, -1.417, 2.040)  -0.2604
H (6.185, -1.792, -1.125)  0.2186
H (3.558, -1.420, -1.720)  -0.2672
H (3.322, -3.162, 0.291)  -0.2733
H (2.658, -0.704, 1.741)  0.2458
H (4.207, 0.143, 1.673)  0.4869
H (3.366, 1.705, 0.239)  0.2783
H (2.439, 0.554, -0.747)  0.4822
H (1.273, 2.418, 0.824)  0.3325
H (1.625, 1.256, 2.107)  -0.0569
H (-0.318, 0.142, 1.557)  0.2999
H (0.354, -0.231, -0.029)  0.3604
H (-0.932, 2.437, 0.738)  0.2678
H (-0.645, 1.888, -0.911)  0.0921
H (-2.615, 0.439, -0.799)  0.4150
H (-2.445, 0.294, 0.938)  0.3499
H (-3.944, 1.970, 1.259)  0.2075
H (-2.987, 3.091, 0.321)  0.5527
H (-5.029, 3.059, -0.819)  0.3596
H (-4.173, 1.798, -1.756)  0.4355
H (-5.983, 1.329, 0.649)  0.2013
H (-5.204, 0.082, -0.318)  0.2858
H (-6.413, 1.075, -2.358)  0.3724
H (-7.531, 1.907, -1.194)  0.3361
H (-6.834, -1.060, -1.398)  0.5148
H (-8.312, -0.428, -2.055)  0.4145
H (-8.279, 0.399, 0.745)  0.4344
H (-9.357, -0.767, -0.017)  0.3578
H (-8.156, -3.196, -0.480)  0.4108
H (-6.805, -4.657, 1.322)  0.4088
H (-6.037, -2.931, 3.286)  0.4184
H (-6.950, -0.480, 2.557)  0.3512
O (3.188, -5.324, -6.996)  -0.7928
P (4.254, -4.832, -6.050)  0.7669
N (3.719, -3.202, -5.878)  0.0994
C (4.421, -1.941, -5.976)  -0.9357
C (2.413, -3.038, -5.253)  -1.0936
N (5.600, -5.106, -7.128)  0.1071
C (6.517, -4.107, -7.661)  -1.0418
C (5.383, -6.149, -8.131)  -1.0929
N (5.278, -4.876, -4.667)  0.1160
C (4.634, -5.415, -3.464)  -1.0962
C (6.340, -3.969, -4.306)  -1.0337
H (4.664, -1.523, -4.989)  0.3030
H (3.797, -1.203, -6.491)  0.3539
H (5.345, -2.002, -6.543)  0.2478
H (2.473, -3.094, -4.158)  0.2879
H (1.718, -3.811, -5.591)  0.3122
H (1.963, -2.079, -5.516)  0.3603
H (6.043, -3.141, -7.849)  0.2748
H (6.922, -4.422, -8.624)  0.4584
H (7.395, -3.977, -7.023)  0.2719
H (4.853, -5.767, -9.013)  0.3263
H (4.805, -6.976, -7.726)  0.3204
H (6.343, -6.558, -8.456)  0.4334
H (4.080, -4.633, -2.927)  0.3420
H (5.369, -5.847, -2.782)  0.3341
H (3.930, -6.213, -3.722)  0.3392
H (6.014, -3.256, -3.539)  0.3939
H (6.736, -3.390, -5.134)  0.3106
H (7.177, -4.543, -3.895)  0.3110
O (1.275, 3.258, 3.780)  -0.8003
P (0.098, 3.717, 4.615)  0.8010
N (0.725, 5.306, 4.945)  0.2412
C (0.933, 6.023, 6.179)  -1.0063
C (0.799, 6.188, 3.793)  -1.0793
N (0.342, 2.503, 5.838)  0.1265
C (0.733, 2.712, 7.225)  -1.0558
C (0.936, 1.253, 5.348)  -0.9048
N (-1.512, 4.018, 5.216)  0.1490
C (-2.468, 4.412, 4.180)  -0.9177
C (-1.905, 4.546, 6.494)  -1.0271
H (0.135, 6.758, 6.378)  0.3258
H (1.876, 6.579, 6.137)  0.3243
H (1.005, 5.378, 7.050)  0.2618
H (-0.172, 6.657, 3.569)  0.2515
H (1.118, 5.642, 2.902)  0.2568
H (1.530, 6.985, 3.946)  0.3751
H (1.415, 3.554, 7.362)  0.2766
H (1.266, 1.844, 7.613)  0.4649
H (-0.134, 2.818, 7.885)  0.2687
H (2.029, 1.311, 5.294)  0.3425
H (0.567, 0.996, 4.358)  0.0518
H (0.668, 0.429, 6.013)  0.4957
H (-2.436, 5.494, 3.979)  0.3011
H (-3.489, 4.147, 4.469)  0.3807
H (-2.257, 3.892, 3.241)  0.1274
H (-2.171, 5.610, 6.429)  0.3437
H (-1.152, 4.454, 7.269)  0.3184
H (-2.788, 4.003, 6.850)  0.2962

---

# C5H8O2

An isolated molecule of C5H8O2 (ωB97M-V/def2-TZVPD, the Open Molecules 2025 dataset).

Properties
M: 100.12 g/mol
frontier orbital gap: 9.39 eV
strongest force on any atom: 0.43 eV Å⁻¹
ΔE to the lowest compared entry with this formula, charge and spin: 4.024 eV
E: -345.65710 a.u.

Last column: Mulliken charge in e.
Element x y z (Å)
C (-0.236, 1.010, -1.413)  -1.5872
C (-0.113, 0.261, -0.097)  1.8192
C (1.169, -0.541, 0.180)  -0.9367
O (0.411, -1.656, 0.676)  -0.3769
C (-0.803, -1.110, 0.136)  -0.4953
C (-0.762, 1.023, 1.046)  -0.8492
O (-0.257, 0.745, 2.219)  -0.2268
H (0.145, 0.427, -2.259)  0.4000
H (-1.279, 1.275, -1.607)  0.3666
H (0.331, 1.947, -1.371)  0.3696
H (1.881, -0.151, 0.926)  0.2476
H (1.736, -0.800, -0.724)  0.3055
H (-1.156, -1.643, -0.752)  0.3083
H (-1.615, -1.073, 0.875)  0.2880
H (0.514, 0.135, 2.208)  0.3673